Entry 1:
20
Properties=species:S:1:pos:R:3:nbo_charge:R:1 method="wB97M-V/def2-TZVPD" e_above_lowest_ev=1.0955 smiles="S=c1nnn([S-])n1C1C=CCC=C1" homo_lumo_gap_ev=6.80 e_lumo_ev=3.2 total_charge=-1
S 0.53 -2.42 -0.36 -0.384
C 1.78 -1.37 -0.08 0.159
N 3.08 -1.52 0.13 -0.344
N 3.59 -0.34 0.30 -0.052
N 2.71 0.60 0.11 -0.064
S 3.00 2.24 0.21 -0.334
N 1.57 0.08 -0.20 -0.211
C 0.25 0.82 -0.15 -0.145
C -0.69 0.58 -1.29 -0.182
C -1.88 0.02 -1.16 -0.156
C -2.45 -0.38 0.12 -0.487
C -1.51 -0.12 1.31 -0.152
C -0.32 0.46 1.20 -0.175
H 0.54 1.88 -0.21 0.266
H -0.25 0.91 -2.34 0.213
H -2.49 -0.20 -2.13 0.201
H -3.33 0.08 0.47 0.215
H -2.74 -1.46 -0.13 0.230
H -1.77 -0.51 2.21 0.190
H 0.38 0.64 1.99 0.213


Entry 2:
41
Properties=species:S:1:pos:R:3:nbo_charge:R:1 method="wB97M-V/def2-TZVPD" e_above_lowest_ev=7.4168 smiles="CSCC[C@H](N)C(=O)N[C@@H](Cc1ccc(O)cc1)C(=O)O" homo_lumo_gap_ev=8.81 e_lumo_ev=0.3
C 5.85 -0.43 -0.14 -0.762
S 5.36 0.66 -1.58 0.170
C 3.76 -0.08 -2.10 -0.552
C 2.53 0.58 -1.41 -0.417
C 2.46 0.27 0.05 -0.200
N 2.78 -1.19 0.28 -0.874
C 1.29 0.89 0.76 0.727
O 1.24 1.79 1.60 -0.580
N 0.06 0.16 0.57 -0.672
C -0.40 -0.70 -0.33 -0.140
C -1.73 -1.35 0.35 -0.414
C -2.83 -0.60 0.74 -0.129
C -3.72 -0.15 -0.34 -0.175
C -4.88 0.63 -0.04 -0.254
C -5.12 0.84 1.39 0.310
O -6.40 1.45 1.44 -0.685
C -4.35 0.51 2.43 -0.325
C -3.14 -0.15 2.06 -0.144
C -0.91 0.13 -1.51 0.779
O -1.43 -0.31 -2.55 -0.592
O -0.50 1.43 -1.26 -0.700
H 6.34 -1.56 -0.44 0.217
H 4.93 -0.58 0.46 0.203
H 6.63 -0.01 0.64 0.241
H 3.64 -1.19 -1.69 0.273
H 3.75 0.21 -3.15 0.232
H 1.52 0.20 -1.88 0.194
H 2.57 1.62 -1.88 0.244
H 3.24 0.75 0.44 0.223
H 3.41 -1.49 1.23 0.406
H 1.76 -1.66 0.26 0.374
H -0.60 0.56 1.22 0.411
H 0.20 -1.66 -0.63 0.229
H -1.27 -2.20 0.88 0.234
H -2.26 -1.82 -0.46 0.237
H -3.34 -0.57 -1.29 0.231
H -5.24 1.24 -0.90 0.245
H -6.80 1.24 2.39 0.472
H -4.94 0.59 3.42 0.233
H -2.27 -0.19 2.84 0.217
H -1.19 2.12 -1.88 0.514


Entry 3:
125
Properties=species:S:1:pos:R:3:mulliken_charge:R:1 method="wB97M-V/def2-TZVPD" e_above_lowest_ev=0.0000 homo_lumo_gap_ev=8.21 e_lumo_ev=1.7 total_charge=-1
N 0.11 0.54 2.84 -0.775
C -0.34 0.86 1.83 0.710
O -0.81 1.34 0.76 -0.274
P -0.65 3.12 0.59 0.114
C 1.14 3.20 1.23 -1.707
C 1.84 4.51 0.79 -0.126
C 3.08 4.81 1.66 -0.543
O 3.48 6.17 1.45 -0.613
C -1.48 3.45 2.26 -1.312
C -2.81 2.70 2.51 -0.663
C -4.08 3.57 2.61 -0.814
C -5.14 3.18 1.57 -0.371
N -5.97 4.33 1.17 -0.706
O -2.18 3.15 -0.22 -0.066
B -2.49 4.38 -0.73 0.263
O -2.25 4.65 -2.05 -0.618
O -3.14 5.39 0.02 -0.628
S 0.28 2.67 -1.48 1.516
O 1.19 1.55 -1.43 -0.716
O 0.82 3.86 -2.07 -0.750
F -0.85 2.19 -2.52 -0.295
H -0.55 4.54 0.32 0.055
H 1.20 3.17 2.32 0.718
H 1.77 2.39 0.86 0.612
H 1.18 5.36 0.94 0.452
H 2.23 4.41 -0.22 0.089
H 3.91 4.16 1.41 0.405
H 2.84 4.68 2.72 0.129
H 2.71 6.67 1.72 0.337
H -1.69 4.51 2.29 0.629
H -0.82 3.25 3.10 0.685
H -2.96 1.87 1.83 0.284
H -2.70 2.23 3.49 0.537
H -3.86 4.63 2.58 0.456
H -4.54 3.38 3.57 0.326
H -5.80 2.46 2.05 0.461
H -4.69 2.66 0.72 0.074
H -5.54 5.19 1.44 0.270
H -6.20 4.33 0.19 0.259
H -2.20 5.61 -2.14 0.265
H -2.54 5.91 0.55 0.335
O 1.25 7.33 3.56 -0.593
C 1.51 7.08 4.71 0.748
O 2.54 7.75 5.27 -0.340
C 2.92 7.66 6.65 -0.565
C 3.86 6.49 6.91 -0.681
C 0.78 6.00 5.47 -0.896
H 2.03 7.64 7.28 0.375
H 3.45 8.59 6.86 0.330
H 3.40 5.53 6.69 0.292
H 4.18 6.49 7.95 0.372
H 4.73 6.59 6.27 0.055
H 1.22 5.03 5.22 0.208
H -0.26 6.00 5.16 0.324
H 0.80 6.12 6.55 0.331
O -2.85 -1.31 -0.15 -0.580
C -2.43 -1.53 -1.25 0.603
O -2.85 -2.67 -1.87 -0.385
C -2.56 -2.95 -3.24 -0.198
C -1.20 -3.60 -3.41 -0.774
C -1.41 -0.66 -1.94 0.103
H -2.67 -2.05 -3.86 0.391
H -3.33 -3.65 -3.57 0.076
H -0.40 -2.93 -3.08 0.304
H -1.03 -3.86 -4.46 0.246
H -1.14 -4.50 -2.81 0.246
H -0.41 -0.93 -1.58 0.182
H -1.61 0.37 -1.69 -0.566
H -1.44 -0.73 -3.02 0.339
O -2.78 -6.85 -6.44 -0.518
C -3.98 -6.76 -6.33 0.699
O -4.49 -5.89 -5.45 -0.309
C -5.88 -5.57 -5.37 -0.407
C -6.64 -6.56 -4.52 -1.012
C -4.91 -7.66 -7.11 -1.036
H -6.31 -5.46 -6.36 0.373
H -5.92 -4.58 -4.90 0.326
H -6.61 -7.56 -4.94 0.274
H -7.69 -6.26 -4.42 0.372
H -6.20 -6.61 -3.52 0.308
H -4.99 -8.61 -6.58 0.256
H -4.47 -7.84 -8.09 0.313
H -5.90 -7.25 -7.26 0.359
O 3.24 -8.23 -9.03 -0.583
C 2.54 -8.17 -8.05 0.720
O 1.33 -7.60 -8.15 -0.364
C 0.35 -7.64 -7.10 -0.432
C 0.58 -6.55 -6.08 -0.746
C 3.02 -8.67 -6.71 -0.875
H 0.32 -8.63 -6.65 0.313
H -0.61 -7.49 -7.59 0.257
H 1.54 -6.66 -5.58 0.327
H -0.21 -6.57 -5.32 0.245
H 0.58 -5.57 -6.57 0.286
H 3.62 -7.90 -6.24 0.243
H 3.64 -9.55 -6.88 0.304
H 2.22 -8.96 -6.03 0.312
O 0.06 -6.62 0.66 -0.614
C 0.12 -5.43 0.85 0.754
O 1.32 -4.84 0.90 -0.397
C 1.51 -3.42 0.94 -0.131
C 1.37 -2.89 2.35 -0.926
C -1.12 -4.61 1.14 -0.663
H 0.83 -2.92 0.25 0.115
H 2.51 -3.25 0.56 0.362
H 0.37 -3.07 2.74 0.220
H 1.57 -1.82 2.38 0.273
H 2.08 -3.40 3.01 0.351
H -1.37 -4.72 2.20 0.285
H -1.93 -5.00 0.54 0.273
H -1.02 -3.55 0.91 0.077
O 5.83 4.07 7.43 -0.587
C 6.01 3.76 6.28 0.804
O 5.61 2.57 5.85 -0.386
C 5.62 2.21 4.47 -0.086
C 6.97 1.70 4.03 -1.031
C 6.75 4.67 5.32 -0.926
H 5.28 3.05 3.85 0.079
H 4.88 1.43 4.37 0.379
H 7.75 2.46 4.13 0.270
H 6.94 1.38 2.98 0.370
H 7.27 0.85 4.64 0.303
H 7.82 4.52 5.46 0.292
H 6.51 5.70 5.56 0.306
H 6.50 4.51 4.28 0.283


Entry 4:
43
Properties=species:S:1:pos:R:3:nbo_charge:R:1 method="wB97M-V/def2-TZVPD" e_above_lowest_ev=2.4149 homo_lumo_gap_ev=10.05 e_lumo_ev=-3.7 total_charge=+1
K 13.70 19.82 -24.73 0.991
C 8.79 21.61 -20.93 -0.631
C 10.11 21.29 -21.54 -0.070
O 11.02 21.00 -20.51 -0.469
C 12.35 20.61 -20.84 0.729
O 12.75 20.48 -22.04 -0.644
C 13.35 20.62 -19.64 0.911
F 12.72 20.30 -18.49 -0.282
F 14.42 19.84 -19.91 -0.290
F 13.79 21.92 -19.49 -0.307
H 8.16 22.03 -21.71 0.229
H 8.86 22.35 -20.13 0.234
H 8.27 20.72 -20.59 0.225
H 10.58 22.11 -22.08 0.182
H 10.02 20.50 -22.29 0.186
C 14.41 13.91 -23.67 -0.634
C 13.49 14.84 -24.43 -0.080
O 12.60 15.48 -23.58 -0.451
C 12.97 16.61 -22.95 0.716
O 13.93 17.37 -23.17 -0.634
C 11.88 17.03 -21.90 0.907
F 12.53 17.42 -20.84 -0.293
F 11.22 18.03 -22.44 -0.314
F 11.04 16.08 -21.62 -0.280
H 15.10 13.37 -24.31 0.239
H 13.83 13.32 -22.95 0.229
H 15.00 14.60 -23.08 0.214
H 12.89 14.21 -25.08 0.205
H 14.06 15.57 -24.99 0.180
C 16.31 17.19 -27.64 -0.636
C 16.46 17.88 -26.24 -0.058
O 16.92 17.02 -25.15 -0.469
C 18.18 16.64 -25.16 0.671
O 19.01 16.83 -26.11 -0.534
C 18.69 15.92 -23.94 0.904
F 17.65 15.33 -23.24 -0.328
F 19.57 15.01 -24.20 -0.269
F 19.35 16.77 -23.11 -0.305
H 15.76 16.25 -27.54 0.216
H 17.28 16.91 -28.06 0.252
H 15.76 17.84 -28.31 0.221
H 15.45 18.24 -26.03 0.132
H 17.03 18.80 -26.35 0.207


Entry 5:
18
Properties=species:S:1:pos:R:3:nbo_charge:R:1 method="wB97M-V/def2-TZVPD" e_above_lowest_ev=4.8302 homo_lumo_gap_ev="8.53 / 8.58" e_lumo_ev="-1.0 / -1.1"
C -1.14 1.88 -0.32 -0.618
C -0.01 1.19 0.45 -0.380
C 0.26 -0.25 -0.01 -0.314
C 1.36 -2.10 1.82 -0.235
C 0.76 -0.35 -1.46 -0.596
C -0.95 -1.08 0.16 0.281
N -1.89 -1.73 0.30 -0.331
H -0.90 1.99 -1.39 0.206
H -1.32 2.88 0.08 0.222
H -2.07 1.31 -0.25 0.219
H -0.25 1.18 1.52 0.216
H 0.92 1.75 0.33 0.211
H 0.46 -1.98 2.46 0.100
H 1.02 -2.92 1.14 0.099
H 1.06 -0.66 0.65 0.254
H 1.05 -1.38 -1.71 0.226
H -0.01 -0.03 -2.17 0.221
H 1.64 0.29 -1.59 0.219


Entry 6:
8
Properties=species:S:1:pos:R:3:nbo_charge:R:1 method="wB97M-V/def2-TZVPD" e_above_lowest_ev=0.2736 smiles="Fc1n[nH]c(=S)o1" homo_lumo_gap_ev=9.77 e_lumo_ev=0.6
F -0.80 2.45 0.83 -0.275
C -0.76 1.15 0.37 0.809
N -1.70 0.36 0.09 -0.302
N -1.02 -0.78 -0.26 -0.418
C 0.39 -0.62 -0.24 0.287
S 1.63 -1.63 -0.51 -0.083
O 0.47 0.67 0.19 -0.438
H -1.50 -1.62 -0.33 0.421


Entry 7:
15
Properties=species:S:1:pos:R:3:nbo_charge:R:1 method="wB97M-V/def2-TZVPD" e_above_lowest_ev=2.7822 smiles="[H]/N=C1/C=CCCN1" homo_lumo_gap_ev=9.61 e_lumo_ev=0.8
H 1.65 0.27 -2.32 0.307
N 1.51 1.05 -1.50 -0.677
C 0.65 0.43 -0.69 0.404
C 0.51 1.07 0.70 -0.279
C -0.20 0.40 1.60 -0.151
C -0.81 -0.84 1.33 -0.464
C -1.19 -1.08 -0.22 -0.201
N -0.13 -0.65 -1.16 -0.639
H 1.22 1.96 0.89 0.255
H -0.33 0.56 2.75 0.219
H -1.62 -1.10 2.02 0.232
H -0.09 -1.56 1.81 0.225
H -1.66 -1.97 -0.53 0.213
H -2.26 -0.41 -0.11 0.151
H -0.34 -0.47 -2.15 0.404